No. 1
Here is CBr2N2 as an isolated structure at a distorted geometry from the Open Molecules 2025 dataset. Energies are from ωB97M-V/def2-TZVPD.

Geometry as XYZ:
```
5
Properties=species:S:1:pos:R:3
Br 0.948 0.498 2.093
Br -1.911 0.758 -0.018
N 1.072 -0.682 -1.584
N -0.483 -0.274 0.260
C 0.374 -0.300 -0.752
```

relative energy (zero: lowest compared OMol25 entry of this formula, charge and spin) = 72.8 kJ/mol
E_HOMO (alpha / beta) = -10.76 / -10.70 eV
M = 199.8 g/mol
maximum force = 1.65 eV Å⁻¹
Kohn-Sham gap (alpha / beta) = 0.282 / 0.273 hartree
calculated total energy = -144098.1077 eV

No. 2
Here is one molecule with the formula C9H10BrNO2S at a distorted geometry from the Open Molecules 2025 dataset. Energies are from ωB97M-V/def2-TZVPD.

Geometry as XYZ:
```
24
Properties=species:S:1:pos:R:3
Br 0.506 -0.405 -3.309
S 0.218 -2.435 1.283
O -0.784 -2.578 2.352
O 0.349 -3.460 0.281
N 2.943 -0.017 -0.458
C -0.172 1.641 -1.310
C -1.774 -0.581 0.253
C -1.668 1.303 -1.377
C 1.696 -1.677 1.981
C 0.805 0.478 -1.681
C 1.971 0.180 -1.043
C -0.568 -1.104 0.365
C -2.313 0.310 -0.777
C 0.163 2.235 0.062
H 1.416 -1.127 2.776
H 2.433 -2.281 2.227
H -0.327 3.160 0.186
H -2.398 -0.881 1.019
H 1.236 2.143 0.296
H -2.322 2.021 -2.075
H -0.235 1.549 0.927
H -3.294 0.362 -1.056
H -0.095 2.206 -2.232
H 2.215 -1.041 1.311
```

relative energy (zero: lowest compared OMol25 entry of this formula, charge and spin) = 469.2 kJ/mol
E_HOMO (alpha / beta) = -8.87 / -9.03 eV
M = 276.2 g/mol
maximum force = 5.01 eV Å⁻¹
Kohn-Sham gap (alpha / beta) = 0.299 / 0.277 hartree
calculated total energy = -95950.5084 eV

No. 3
Here is a 6-piece molecular cluster, C33H82NO21P5 overall at a distorted geometry from the Open Molecules 2025 dataset. Energies are from ωB97M-V/def2-TZVPD.

Geometry as XYZ:
```
142
Properties=species:S:1:pos:R:3
P 2.786 0.099 -4.745
P -0.179 -0.344 4.391
P -6.186 -1.578 1.272
P -4.213 -2.990 -3.461
P 7.292 3.196 3.209
O -3.115 -3.467 -2.436
O 3.385 -0.070 -3.317
O -4.586 -3.970 -4.479
O 0.211 0.681 5.531
O 1.856 -0.957 -5.076
O 8.391 2.763 4.242
O 6.639 1.826 2.793
O -5.401 -2.550 -2.524
O -3.641 -1.608 -3.935
O 2.159 1.543 -4.713
O -0.619 -1.587 5.229
O -1.151 0.132 3.412
O -7.348 -1.638 0.191
O 6.358 4.212 3.666
O -4.941 -1.367 0.308
O 1.247 -0.648 3.792
O 4.086 0.219 -5.648
O 8.158 3.583 1.950
O 2.590 -0.609 -0.161
O -6.102 -2.723 2.162
O -6.394 -0.173 1.971
N 0.673 0.459 -0.721
C 8.017 2.401 5.569
C 0.621 1.241 0.500
C 1.143 1.937 -5.681
C -6.535 -1.832 -3.021
C 5.786 0.017 -2.989
C 5.226 -0.178 -7.715
C -3.715 -4.303 -0.251
C -3.359 -4.678 -1.667
C -2.349 -1.515 -4.564
C 8.499 4.928 1.632
C 4.474 0.752 -2.902
C 1.672 -0.421 -0.941
C -0.503 0.414 -1.539
C -3.360 0.469 0.393
C -8.990 -2.657 -1.277
C -3.698 -0.933 0.885
C 0.765 1.964 5.245
C 5.743 1.751 1.670
C -8.521 0.932 2.010
C 3.914 0.247 -7.078
C -7.886 -2.885 -0.222
C -6.593 -0.437 -2.419
C -0.145 2.302 -4.958
C 0.712 2.792 6.512
C 0.129 -2.266 2.201
C 1.413 -1.682 2.804
C 9.992 5.109 1.606
C -7.167 0.873 1.356
C -2.166 -2.291 -5.847
C 8.049 0.902 5.794
C -2.008 -1.936 5.408
C 4.320 1.654 2.152
C -2.459 -1.603 6.827
H 7.102 2.887 5.912
H -7.413 -2.432 -2.789
H 4.504 1.739 -3.374
H 6.049 -0.139 -4.038
H -3.686 -1.041 1.973
H -3.034 0.448 -0.643
H 6.016 0.874 1.082
H 3.732 1.283 -7.371
H -2.112 -0.456 -4.656
H 6.085 0.286 -7.229
H -1.800 -0.846 7.251
H -1.140 -2.107 -6.180
H -7.194 0.803 0.271
H -5.670 -0.154 -1.912
H 10.368 5.135 2.634
H 0.383 2.470 4.358
H 1.843 -1.144 1.959
H 0.555 2.305 0.249
H -2.323 -3.361 -5.738
H -0.343 0.617 -2.603
H 1.317 2.336 7.291
H -9.270 -1.604 -1.217
H -2.919 -1.645 0.590
H -7.102 -3.513 -0.657
H 2.066 -2.515 3.057
H -8.281 -3.471 0.608
H -2.417 -2.460 7.502
H -4.740 -3.932 -0.210
H 5.905 2.605 1.006
H 5.344 -1.260 -7.685
H -9.085 1.825 1.731
H 1.437 1.002 1.170
H 5.282 0.173 -8.748
H -4.274 1.047 0.526
H -6.511 -1.764 -4.113
H 7.964 5.639 2.263
H -0.993 -0.567 -1.513
H 6.624 0.622 -2.637
H -2.005 -3.014 5.257
H -3.495 -1.268 6.828
H 4.269 0.904 2.938
H -0.379 -1.481 1.644
H -0.323 2.893 6.855
H -3.703 -5.193 0.383
H -8.694 -3.003 -2.259
H -0.338 3.370 -4.924
H 10.273 6.061 1.162
H 5.700 -0.908 -2.425
H -6.625 1.795 1.580
H -1.235 1.144 -1.200
H -2.402 -5.196 -1.696
H 1.626 -0.892 -1.933
H 1.833 1.821 5.027
H 3.924 2.636 2.414
H -0.191 1.870 -3.960
H 4.338 1.027 -1.849
H -7.347 -0.402 -1.626
H -0.976 1.830 -5.493
H -2.676 -1.459 4.696
H -2.576 0.866 1.040
H -1.613 -1.889 -3.840
H 7.673 0.361 4.929
H 10.449 4.269 1.089
H 3.637 1.340 1.355
H -0.322 1.060 1.028
H 1.008 3.831 6.357
H -3.035 -3.550 0.140
H 8.769 2.839 6.236
H 7.543 0.640 6.726
H -9.894 -3.160 -0.928
H 8.145 5.124 0.613
H -4.134 -5.273 -2.147
H -6.812 0.367 -3.121
H 9.067 0.566 6.012
H -8.389 0.942 3.090
H 3.135 -0.432 -7.419
H -9.156 0.097 1.709
H -0.547 -2.727 2.921
H 1.571 2.820 -6.157
H 1.041 1.165 -6.440
H -2.819 -1.929 -6.645
H 0.440 -3.052 1.511
```

E_HOMO = -9.19 eV
M = 983.9 g/mol
maximum force = 2.08 eV Å⁻¹
Kohn-Sham gap = 0.358 hartree
structure (SMILES) = CCOP(=O)(OCC)OCC.CCOP(=O)(OCC)OCC.CCOP(=O)(OCC)OCC.CCOP(=O)(OCC)OCC.CCOP(=O)(OCC)OCC.CN(C)C=O
calculated total energy = -126496.2091 eV

No. 4
Here is a 10-piece molecular cluster, C3H23O10S overall at a distorted geometry from the Open Molecules 2025 dataset. Energies are from ωB97M-V/def2-TZVPD.

Geometry as XYZ:
```
37
Properties=species:S:1:pos:R:3
S 2.479 0.384 -2.321
O -0.627 -0.136 0.661
O -4.110 0.433 -0.314
O 2.223 3.560 -0.891
O -3.282 -3.684 -0.435
O -0.496 -1.081 -2.872
O 2.059 -2.620 0.796
O -2.106 4.098 0.938
O -2.055 0.294 2.658
O -3.305 -1.819 1.560
O 1.318 1.670 0.950
C 3.555 -0.959 0.062
C 3.850 -0.074 -1.196
C 2.292 -1.766 -0.034
H 4.491 0.776 -0.970
H -2.337 4.090 1.865
H 1.634 -1.522 -0.871
H -2.596 1.057 2.449
H -3.571 -2.496 2.132
H -3.573 0.086 -1.033
H 3.451 -0.412 1.010
H 1.983 2.930 -1.589
H 1.955 1.034 0.601
H -4.320 -0.358 0.202
H 0.041 -0.820 0.800
H -0.095 -1.507 -3.630
H -0.015 -1.298 -2.085
H -1.438 0.065 1.859
H -3.040 -2.845 -0.007
H -2.570 -3.742 -1.085
H -0.081 0.692 0.549
H -2.742 -1.108 1.926
H 4.456 -1.544 0.230
H 1.361 2.404 0.322
H -2.504 3.391 0.438
H 4.531 -0.725 -1.761
H 3.183 3.553 -0.912
```

relative energy (zero: lowest compared OMol25 entry of this formula, charge and spin) = 206.2 kJ/mol
E_HOMO = -4.03 eV
M = 251.3 g/mol
maximum force = 2.74 eV Å⁻¹
Kohn-Sham gap = 0.253 hartree
calculated total energy = -34796.1353 eV
charge = -1